--- i ---
CH2BrIO2S | wB97M-V/def2-TZVPD

```
! wB97M-V def2-TZVPD RIJCOSX def2/J DEFGRID3
* xyz 0 1
C 0.55 0.31 -0.57
O -0.05 -1.13 1.60
O -1.10 1.19 1.20
S -0.54 -0.06 0.72
Br -2.12 -0.95 -0.42
I 2.30 0.87 0.43
H 0.74 -1.37 -1.68
H 0.23 1.15 -1.29
*
```

Its HOMO energy (spin up / spin down) is -0.374 / -0.365 Eh. The calculation puts the HOMO-LUMO gap (spin up / spin down) at 8.16 / 8.35 eV. The value obtained for the LUMO energy (spin up / spin down) is -2.01 / -1.57 eV.

--- ii ---
CH2BrIO2S | wB97M-V/def2-TZVPD

```
! wB97M-V def2-TZVPD RIJCOSX def2/J DEFGRID3
* xyz 0 1
C -0.48 0.86 -0.08
O 0.37 -1.38 1.25
O 0.36 -1.45 -1.21
S 0.44 -0.74 0.01
Br 2.54 0.08 0.11
I -2.41 -0.01 0.09
H -0.37 1.43 0.82
H -0.44 1.21 -1.01
*
```

Its HOMO energy is -0.381 Eh. The calculation puts the HOMO-LUMO gap at 9.92 eV. The value obtained for the LUMO energy is -0.44 eV.

Least stable structure: i

--- i ---
C5H6NOP | wB97M-V/def2-TZVPD

```
! wB97M-V def2-TZVPD RIJCOSX def2/J DEFGRID3
* xyz 0 1
C 3.01 -0.64 -0.09
C -0.60 1.26 -0.74
C -1.39 0.05 -0.85
C -1.26 -0.88 0.27
C -0.77 -0.29 1.37
N 3.80 -1.44 0.05
O 0.12 1.76 -1.53
P -0.40 1.48 1.17
H -2.44 0.37 -1.02
H -1.30 -0.25 -1.90
H 2.21 0.03 -0.10
H -1.43 -1.89 0.05
H -0.48 -0.77 2.32
H 0.92 1.20 1.00
*
```

Its HOMO energy is -0.345 Eh. The SMILES is O=C1CC=CP1.C#N. The calculation puts the HOMO-LUMO gap at 9.99 eV. The value obtained for the LUMO energy is 0.60 eV.

--- ii ---
C5H6NOP | wB97M-V/def2-TZVPD

```
! wB97M-V def2-TZVPD RIJCOSX def2/J DEFGRID3
* xyz 0 1
C -0.82 -0.11 0.34
C 0.49 0.41 0.01
C -1.74 0.55 -0.33
C 0.81 0.89 -1.15
C -1.08 -1.44 1.03
N 1.53 0.10 0.99
O -2.46 1.24 -0.96
P 1.17 1.89 -2.39
H -1.88 -1.89 0.65
H -1.14 -1.26 2.13
H -0.19 -2.09 0.70
H 1.42 0.53 1.93
H 2.41 0.40 0.39
H 1.47 0.77 -3.34
*
```

Its HOMO energy is -0.295 Eh. The calculation puts the HOMO-LUMO gap at 8.26 eV. The value obtained for the LUMO energy is 0.23 eV.

Least stable structure: ii

--- i ---
C4H9FS | wB97M-V/def2-TZVPD

```
! wB97M-V def2-TZVPD RIJCOSX def2/J DEFGRID3
* xyz 0 1
C -2.56 0.40 1.21
C 0.26 -0.13 0.65
C 1.33 -0.67 -0.39
C 1.54 0.29 -1.56
H -3.56 0.36 0.87
H -2.45 1.43 1.57
H -2.53 -0.38 2.08
H 0.64 0.78 1.04
H 0.21 -0.86 1.46
H 2.32 -0.74 0.00
H 1.03 -1.67 -0.84
H 1.95 1.24 -1.23
H 0.73 0.35 -2.33
F 2.52 -0.26 -2.44
S -1.42 -0.13 -0.08
*
```

Its HOMO energy is -0.321 Eh. The SMILES is CSCCCF. The calculation puts the HOMO-LUMO gap at 9.69 eV. The value obtained for the LUMO energy is 0.95 eV.

--- ii ---
C4H9FS | wB97M-V/def2-TZVPD

```
! wB97M-V def2-TZVPD RIJCOSX def2/J DEFGRID3
* xyz 0 1
C -0.73 -0.56 1.02
C 0.01 -0.11 -0.12
C -0.86 1.04 -0.54
C 1.47 0.26 0.04
H -1.59 -1.13 0.44
H -0.32 -1.51 1.72
H -1.09 0.22 1.90
H -0.85 1.63 0.32
H -1.97 0.93 -0.46
H -0.53 1.58 -1.37
H 1.13 -1.72 -1.59
H 1.68 0.49 1.27
H 1.48 0.99 -0.90
F 2.24 -0.88 -0.09
S -0.07 -1.22 -1.63
*
```

Its HOMO energy is -0.339 Eh. The SMILES is CC(C)(S)CF. The calculation puts the HOMO-LUMO gap at 9.99 eV. The value obtained for the LUMO energy is 0.77 eV.

Least stable structure: ii